1.
2 unconnected molecules or ions with the total composition C2H5ClO2P in a non-equilibrium geometry. Source: OMol25; level of theory: ωB97M-V with the def2-TZVPD basis set.

Properties
**Maximum force**: 3.9 eV/A
**Energy**: -1031.27694 a.u.
**ΔE to the lowest compared entry with this formula, charge and spin**: 268.83 kJ/mol
**E_HOMO (alpha / beta)**: -2.897 / -4.080 eV

```
! wB97M-V def2-TZVPD RIJCOSX def2/J DEFGRID3
* xyz -1 1
C -1.540 0.285 -0.437
C -0.981 -0.681 0.542
O 2.497 0.991 1.416
O 1.824 1.035 -1.124
P 1.967 0.339 0.187
Cl 3.018 -1.374 -0.090
H -2.319 -0.325 -1.026
H -2.077 1.093 0.068
H -0.719 0.577 -1.116
H -0.536 -1.523 0.090
H -1.134 -0.417 1.490
*
```

2.
2 unconnected molecules or ions with the total composition C2H5ClOS in a non-equilibrium geometry. Source: OMol25; level of theory: ωB97M-V with the def2-TZVPD basis set.

Properties
**Maximum force**: 4.1 eV/A
**Energy**: -1012.61787 a.u.
**ΔE to the lowest compared entry with this formula, charge and spin**: 500.50 kJ/mol
**E_HOMO (alpha / beta)**: -8.135 / -9.445 eV

```
! wB97M-V def2-TZVPD RIJCOSX def2/J DEFGRID3
* xyz 0 1
C 1.019 0.249 0.853
C -2.366 -0.030 -0.684
O 0.814 1.349 0.430
S 2.229 -0.878 -0.364
Cl -1.502 -1.080 0.240
H 0.247 -0.569 1.169
H 1.964 0.188 1.476
H -2.027 -0.025 -1.770
H -3.080 0.596 -0.187
H 2.702 0.201 -1.161
*
```

3.
2 unconnected molecules or ions with the total composition C2H5ClS in a non-equilibrium geometry. Source: OMol25; level of theory: ωB97M-V with the def2-TZVPD basis set.

Properties
**Maximum force**: 2.8 eV/A
**Energy**: -937.44000 a.u.
**ΔE to the lowest compared entry with this formula, charge and spin**: 310.35 kJ/mol
**E_HOMO (alpha / beta)**: -9.924 / -9.775 eV

```
! wB97M-V def2-TZVPD RIJCOSX def2/J DEFGRID3
* xyz 0 1
C 0.522 -0.542 0.449
C 0.303 0.598 -0.598
S -1.041 1.667 -0.087
Cl -2.839 -0.991 0.485
H -0.533 -0.624 0.916
H 0.903 -1.513 -0.101
H 1.254 -0.315 1.186
H 0.283 0.370 -1.705
H 1.148 1.351 -0.543
*
```

4.
2 unconnected molecules or ions with the total composition C2H5ClS in a non-equilibrium geometry. Source: OMol25; level of theory: ωB97M-V with the def2-TZVPD basis set.

Properties
**Maximum force**: 1.2 eV/A
**Energy**: -937.54118 a.u.
**ΔE to the lowest compared entry with this formula, charge and spin**: 44.70 kJ/mol
**E_HOMO**: -8.681 eV

```
! wB97M-V def2-TZVPD RIJCOSX def2/J DEFGRID3
* xyz 0 1
C 0.574 0.215 -0.506
C 0.686 -0.751 0.613
S 2.246 -0.408 -0.229
H 0.416 1.261 -0.264
H 0.096 -0.117 -1.423
H 0.606 -0.370 1.627
H 0.284 -1.750 0.468
Cl -2.024 0.819 -0.597
H -2.883 1.102 0.310
*
```

5.
2 unconnected molecules or ions with the total composition C2H5ClS2 in a non-equilibrium geometry. Source: OMol25; level of theory: ωB97M-V with the def2-TZVPD basis set.

Properties
**Maximum force**: 3.6 eV/A
**Energy**: -1335.71250 a.u.
**ΔE to the lowest compared entry with this formula, charge and spin**: 161.96 kJ/mol
**E_HOMO**: -9.033 eV

```
! wB97M-V def2-TZVPD RIJCOSX def2/J DEFGRID3
* xyz 0 1
C -2.417 -0.836 -0.111
C -1.323 -0.225 0.294
S -1.257 1.545 0.159
Cl 0.203 -0.991 0.574
H -3.265 -0.130 -0.352
H -2.349 -1.846 -0.110
H -0.087 1.770 0.952
S 3.395 0.307 0.142
H 2.851 -0.524 -0.771
H 4.251 0.930 -0.777
*
```

6.
2 unconnected molecules or ions with the total composition C2H5ClS2 in a non-equilibrium geometry. Source: OMol25; level of theory: ωB97M-V with the def2-TZVPD basis set.

Properties
**Maximum force**: 3.0 eV/A
**Energy**: -1335.60314 a.u.
**ΔE to the lowest compared entry with this formula, charge and spin**: 449.08 kJ/mol
**E_HOMO (alpha / beta)**: -8.931 / -8.081 eV

```
! wB97M-V def2-TZVPD RIJCOSX def2/J DEFGRID3
* xyz 0 1
C -0.834 0.008 1.386
C 2.001 0.101 -0.348
S 1.803 -1.625 -0.187
S 2.690 0.691 -1.866
Cl 2.417 1.115 1.021
H -1.372 1.040 1.605
H -0.151 -0.268 2.203
H -0.617 -0.500 0.450
H 1.439 -1.753 1.022
H 3.681 -0.184 -2.279
*
```